Here is the molecule C3H8N2O2 from OMol25. Energies are from ωB97M-V/def2-TZVPD.

The geometry in XYZ format:
```
15
Properties=species:S:1:pos:R:3:forces:R:3
N -0.045 0.964 -1.707 -0.215 -0.001 -0.021
C 0.009 -0.167 -0.824 0.063 0.151 0.020
O 0.220 -1.266 -1.641 0.065 -0.184 0.106
N 1.039 0.012 0.187 0.010 0.104 -0.060
C 0.441 -0.182 1.502 -0.047 -0.061 0.184
C -1.043 0.060 1.233 0.020 0.083 0.237
O -1.204 -0.394 -0.096 -0.026 -0.048 -0.062
H -0.459 0.665 -2.585 0.070 0.058 0.066
H -0.651 1.673 -1.306 0.085 -0.048 -0.045
H 0.490 -1.992 -1.064 -0.009 0.056 -0.159
H 1.474 0.917 0.066 -0.041 -0.126 0.014
H 0.872 0.495 2.244 -0.077 -0.081 -0.123
H 0.606 -1.211 1.847 -0.039 0.140 -0.034
H -1.296 1.129 1.321 0.041 -0.133 -0.036
H -1.715 -0.514 1.877 0.102 0.090 -0.087
```
Positions in Å, forces in eV/Å.

Calculated values
SMILES: N[C@@]1(O)NCCO1
E_HOMO (eV): -9.411
LUMO energy (eV): 0.9
Frontier orbital gap (hartree): 0.3788
Calculated total energy (eV): -10315.933